DFT (ωB97M-V/def2-TZVPD) results for a cluster of 3 separate species, C27H41BN2O5 in total in a non-equilibrium geometry.

Positions of all 76 atoms, in Å:
C -4.999 4.457 4.439
H -4.193 -0.834 -3.196
H -0.487 -3.236 -1.664
N -1.394 3.607 4.019
H -5.633 5.333 4.448
C -4.738 2.068 4.601
H -6.618 3.087 4.751
O -0.729 2.590 3.981
H 2.706 0.913 0.788
H 2.543 2.674 0.995
H 5.940 -0.622 0.779
C 7.846 -1.502 -0.355
B 6.436 -0.787 -0.302
H -2.437 -0.409 -0.765
C 2.420 1.848 0.292
H 3.085 1.154 -1.598
C -6.815 -3.640 -3.622
H -3.191 5.575 4.118
H -7.736 -2.338 -5.064
C -4.921 -1.624 -3.309
H -1.251 0.675 -1.421
H 9.810 -1.241 1.897
C 0.943 1.681 -0.111
H 0.242 -4.096 0.210
H -5.169 1.085 4.737
C 5.676 -0.270 -1.570
O -0.950 4.729 3.882
C -5.551 3.194 4.610
C -3.633 4.599 4.253
C -6.925 -2.475 -4.366
C 8.227 -2.257 0.888
H 6.145 -0.695 -2.464
H -7.550 -4.424 -3.744
H 0.138 -1.034 -1.740
H -2.053 1.344 0.878
H -2.728 1.331 4.400
C -1.172 -2.573 -1.124
H 0.947 0.996 -0.959
H 0.601 2.670 -0.427
H -2.062 -2.349 -1.709
H 5.253 1.532 -2.669
H -4.011 -2.919 -1.868
N -6.071 -0.256 -5.000
C 4.827 1.959 -0.590
H -5.680 -4.712 -2.152
C -1.411 -0.057 -0.626
H 7.833 -2.241 -1.162
H 6.674 1.649 -1.662
H -0.254 -3.087 1.599
H 10.067 -3.059 1.637
C -5.765 -3.799 -2.728
H 0.270 -1.344 -0.038
H 0.729 0.465 1.653
H 4.987 1.496 0.384
H -1.489 -0.188 1.480
H 5.173 2.994 -0.540
H 8.611 -0.744 -0.567
H 3.079 2.894 -1.481
C -0.458 -1.252 -0.847
O -5.203 0.582 -4.855
O -1.634 -3.201 0.060
C 0.124 1.166 1.075
C -3.371 2.198 4.413
C 3.330 1.985 -0.927
C -1.268 0.596 0.746
C -2.845 3.464 4.239
O -7.015 -0.153 -5.759
C 9.437 -2.184 1.502
H 4.647 -0.652 -1.542
H -0.037 2.020 1.736
C -0.603 -3.784 0.831
C -5.971 -1.489 -4.198
C -4.822 -2.792 -2.570
C 5.648 1.270 -1.685
H 7.454 -2.891 1.328
H -1.008 -4.666 1.327

As for the LUMO energy: -0.51 eV. Its HOMO energy is -7.8 eV. The value obtained for the gap between HOMO and LUMO is 7.3 eV. The structure (SMILES) is O=[N+]([O-])c1ccccc1.O=[N+]([O-])c1ccccc1.C=CCBCCCCCCCCCCCOC. Its charge is 0.

Löwdin charges in e:
1. C -0.065
2. H 0.115
3. H 0.119
4. N -0.344
5. H 0.108
6. C -0.065
7. H 0.107
8. O 0.065
9. H 0.111
10. H 0.122
11. H 0.082
12. C -0.168
13. B -0.127
14. H 0.102
15. C -0.214
16. H 0.104
17. C -0.066
18. H 0.119
19. H 0.119
20. C 0.000
21. H 0.106
22. H 0.052
23. C -0.209
24. H 0.089
25. H 0.108
26. C -0.173
27. O 0.081
28. C -0.071
29. C -0.003
30. C -0.005
31. C -0.215
32. H 0.096
33. H 0.107
34. H 0.110
35. H 0.104
36. H 0.119
37. C -0.232
38. H 0.088
39. H 0.122
40. H 0.090
41. H 0.110
42. H 0.088
43. N -0.353
44. C -0.211
45. H 0.109
46. C -0.205
47. H 0.114
48. H 0.107
49. H 0.083
50. H 0.045
51. C -0.065
52. H 0.109
53. H 0.107
54. H 0.094
55. H 0.108
56. H 0.110
57. H 0.117
58. H 0.117
59. C -0.175
60. O 0.077
61. O -0.191
62. C -0.203
63. C -0.004
64. C -0.218
65. C -0.199
66. C -0.147
67. O 0.076
68. C -0.023
69. H 0.101
70. H 0.086
71. C -0.112
72. C -0.146
73. C -0.058
74. C -0.221
75. H 0.098
76. H 0.085

---

DFT (ωB97M-V/def2-TZVPD) results for a structure of composition C43H66FHoN3P3S2 in a non-equilibrium geometry.

Positions of all 119 atoms, in Å:
H -1.285 -1.905 4.750
H 2.795 -4.050 0.868
H 2.806 -3.368 4.573
C 1.912 -0.910 -4.427
H 2.134 4.108 -1.698
H -4.818 -3.380 -1.172
H 1.091 -3.296 4.146
H -3.342 -2.519 3.382
C -4.594 2.288 3.465
C -2.368 -2.316 2.888
C -3.549 0.229 1.923
H 4.321 -2.105 -3.311
H -0.479 -2.774 -1.980
H 3.748 3.416 -1.693
C -2.674 4.036 0.356
H 1.082 -4.352 -4.100
Ho -0.740 0.357 -0.276
H 0.084 0.326 -4.644
H -3.726 3.698 0.361
C -0.434 4.812 -3.735
H 0.403 4.564 2.946
H 2.260 2.392 -1.731
C 2.486 -2.640 2.544
H -0.751 -3.398 1.926
H 2.329 -2.975 -4.995
H -5.111 -1.624 0.580
H 2.896 -1.796 -6.147
F -2.049 -0.536 -1.452
H -1.837 -3.314 -3.968
H -2.023 -0.461 4.042
C 0.040 -2.816 -2.960
H 2.322 1.492 4.264
C -4.322 -2.395 0.737
H -1.512 -1.539 -3.839
H 3.339 -3.541 -3.369
C 3.485 4.418 0.876
H 1.126 -2.207 -6.011
H 4.557 -2.724 3.215
N -1.918 1.838 0.992
C 1.630 -1.778 1.719
C -1.098 5.821 -0.106
H 3.376 2.254 3.037
C -5.316 1.104 3.392
C 3.326 -0.875 -1.089
C 1.215 3.924 3.344
C -0.306 3.651 0.592
H 3.470 2.344 0.432
H -3.481 -2.194 -1.301
C -1.541 2.605 -3.725
H 3.591 -0.034 -1.752
H -0.170 -4.978 -2.988
H -0.636 -2.511 -5.061
C -2.400 5.342 -0.016
H -6.274 1.007 3.883
N -2.550 4.801 -6.354
H 2.781 5.231 1.056
C -2.944 1.545 1.861
C 2.447 -4.076 1.914
H -5.920 -3.878 1.137
H -4.293 -4.406 1.665
C -1.318 3.916 -4.309
P -2.848 -1.369 1.326
H 4.296 4.834 0.230
C -3.920 -2.949 -0.649
H 3.082 -4.765 2.489
S -0.395 2.165 -2.452
C -0.047 4.953 0.177
C -1.676 -3.623 2.466
H -2.876 3.413 2.904
H 4.424 -3.314 -2.001
H 3.927 4.120 1.870
C -1.512 -1.420 3.782
C -4.955 -3.529 1.585
C 2.737 3.283 -1.303
H 3.944 -1.035 3.017
C -4.773 0.074 2.617
H -0.571 -1.165 3.293
H 2.932 -0.549 -4.200
C 2.804 3.196 0.221
H 1.408 -4.421 -2.325
C 1.131 0.317 -4.927
H -2.323 -4.293 1.820
H 2.480 0.732 2.640
H 1.092 3.795 4.456
H -0.876 6.813 -0.461
C 2.066 -2.017 -5.467
C 2.420 1.708 3.190
H 1.147 0.388 -6.034
C 2.703 -2.059 -1.834
C 0.645 -4.210 -3.112
H -5.307 -0.878 2.558
N 0.298 5.584 -3.239
H 0.302 2.028 3.096
H 1.437 -4.506 1.954
C -1.626 3.167 0.641
C -1.043 -2.527 -4.026
H -3.240 -3.804 -0.541
H 2.276 -2.708 -1.068
S -2.773 1.705 -4.283
H 2.182 4.412 3.188
H 1.586 1.250 -4.505
C 2.054 -2.772 4.040
C -2.015 4.359 -5.424
H -1.451 -4.185 3.388
H -4.952 3.093 4.098
C 0.840 -1.063 1.019
C 1.212 2.516 2.732
H -5.154 -3.164 2.601
H 4.265 -1.182 -0.602
H 1.978 -1.776 4.535
H 2.668 -0.512 -0.282
H 0.988 5.296 0.088
P 1.223 -1.377 -2.742
C 3.738 -2.804 -2.684
H -3.217 5.989 -0.303
C -3.432 2.499 2.766
P 1.133 2.525 0.847
C 3.927 -2.059 2.586
H 4.366 -2.028 1.587

As for the LUMO energy (alpha / beta): 3.84 / 3.84 eV. As for the spin multiplicity: 5. Its HOMO energy (alpha / beta) is -1.4 / -1.4 eV. The value obtained for the gap between HOMO and LUMO (alpha / beta) is 5.2 / 5.2 eV. As for the expectation value of S²: 6.004. Its charge is -2.

Here are the Löwdin charges for atoms 1 to 99, given in e:
1. H 0.073
2. H 0.073
3. H 0.068
4. C -0.535
5. H 0.053
6. H 0.080
7. H 0.066
8. H 0.087
9. C -0.121
10. C -0.549
11. C -0.294
12. H 0.078
13. H 0.083
14. H 0.071
15. C -0.037
16. H 0.051
17. Ho 1.031
18. H 0.017
19. H 0.133
20. C -0.324
21. H 0.072
22. H 0.015
23. C -0.609
24. H 0.047
25. H 0.031
26. H 0.102
27. H 0.073
28. F -0.570
29. H 0.080
30. H 0.078
31. C -0.554
32. H 0.072
33. C -0.527
34. H 0.063
35. H 0.037
36. C -0.123
37. H 0.066
38. H 0.078
39. N -0.116
40. C -0.214
41. C -0.096
42. H 0.067
43. C -0.126
44. C -0.163
45. C -0.123
46. C -0.366
47. H 0.090
48. H 0.042
49. C -1.231
50. H 0.071
51. H 0.080
52. H 0.059
53. C -0.079
54. H 0.079
55. N 0.083
56. H 0.049
57. C -0.296
58. C -0.053
59. H 0.082
60. H 0.054
61. C -0.447
62. P 1.057
63. H 0.079
64. C -0.150
65. H 0.072
66. S 0.472
67. C -0.114
68. C -0.123
69. H 0.110
70. H 0.068
71. H 0.063
72. C -0.128
73. C -0.132
74. C -0.157
75. H 0.078
76. C -0.124
77. H 0.038
78. H 0.089
79. C -0.522
80. H 0.066
81. C -0.154
82. H 0.064
83. H 0.050
84. H 0.083
85. H 0.090
86. C -0.129
87. C -0.142
88. H 0.079
89. C -0.562
90. C -0.135
91. H 0.081
92. N 0.099
93. H 0.098
94. H 0.071
95. C -0.366
96. C -0.113
97. H 0.065
98. H 0.071
99. S 0.513

---

DFT (ωB97M-V/def2-TZVPD) results for the molecule C3H5NS in a non-equilibrium geometry.

Positions of all 10 atoms, in Å:
C -1.713 0.388 -0.002
S 2.213 -0.139 -0.049
H 0.523 1.497 0.339
H -0.582 -1.172 -0.292
C 0.666 0.450 0.052
H -3.742 0.307 -0.401
N -0.489 -0.314 0.142
H -3.015 -1.214 0.442
C -2.909 -0.231 -0.072
H -1.440 1.371 -0.162

The energy relative to the best compared isomer or geometry (same formula, charge and spin) is 1.063 eV. As for the LUMO energy: 0.11 eV. Its HOMO energy is -8.8 eV. The value obtained for the gap between HOMO and LUMO is 8.9 eV. The structure (SMILES) is C=CNC=S. Its charge is 0.

Löwdin charges in e:
1. C -0.189
2. S 0.575
3. H 0.061
4. H 0.099
5. C -0.704
6. H 0.026
7. N -0.045
8. H 0.078
9. C 0.025
10. H 0.074

---

DFT (ωB97M-V/def2-TZVPD) results for a cluster of 2 separate species, C3H2 in total in a non-equilibrium geometry.

Positions of all 5 atoms, in Å:
H 1.080 -0.661 1.077
C -0.747 0.351 -0.742
C -0.454 -0.895 -0.740
H 1.571 -0.214 1.339
C -1.450 1.419 -0.934

The energy relative to the best compared isomer or geometry (same formula, charge and spin) is 2.980 eV. As for the LUMO energy: -2.20 eV. Its HOMO energy is -12.0 eV. The value obtained for the gap between HOMO and LUMO is 9.8 eV. Its charge is 0.

Löwdin charges in e:
1. H -0.012
2. C -0.364
3. C 0.141
4. H 0.046
5. C 0.190

---

DFT (ωB97M-V/def2-TZVPD) results for a structure of composition C4H2N in a non-equilibrium geometry.

Positions of all 7 atoms, in Å:
C 0.883 -0.135 -0.107
C 0.040 1.529 -0.909
C 1.061 0.340 -1.332
C -0.578 0.647 -0.173
N -0.334 -0.506 0.642
H -0.427 -0.409 1.765
H -0.645 -1.466 0.113

The energy relative to the best compared isomer or geometry (same formula, charge and spin) is 1.394 eV. As for the LUMO energy: -6.68 eV. Its HOMO energy is -15.1 eV. The value obtained for the gap between HOMO and LUMO is 8.4 eV. Its charge is +1.

Löwdin charges in e:
1. C -0.034
2. C 0.152
3. C 0.163
4. C -0.054
5. N 0.195
6. H 0.291
7. H 0.289